Entry from the Open Molecules 2025 dataset: a molecular structure, C22H42O38S9 at a distorted geometry (ωB97M-V/def2-TZVPD).

The calculation puts the energy relative to the best compared isomer or geometry (same formula, charge and spin) at 781.2 kJ/mol. The molar mass comes out at 1203.14 g mol⁻¹. Its net charge is 0. The calculation puts the frontier orbital gap at 0.3716 Eh. For the HOMO energy, the calculation gives -0.3781 hartree. For the largest force on an atom, the calculation gives 0.113 Eh/bohr.

```
111
Properties=species:S:1:pos:R:3:forces:R:3:lowdin_charge:R:1
O 5.026 7.563 4.864 0.01 -0.24 -0.56 0.14
C 4.077 7.590 5.572 1.50 -0.82 1.85 -0.44
O 4.170 7.006 6.871 2.59 -0.27 -2.65 -0.01
C 3.030 7.117 7.627 0.49 0.61 -0.63 -0.22
C 2.261 8.167 6.879 -2.49 0.59 0.79 -0.16
C 2.819 8.346 5.471 -0.84 0.38 0.51 -0.07
H 3.355 7.494 8.597 -0.50 -0.64 0.34 0.13
H 2.532 6.150 7.564 -0.19 0.01 0.87 0.13
H 2.273 9.117 7.413 -0.12 -0.08 0.00 0.12
H 1.275 7.713 6.981 -0.67 0.99 -0.78 0.11
H 3.100 9.381 5.279 0.07 0.04 0.13 0.13
H 2.158 8.111 4.637 0.15 -0.57 0.14 0.13
C 2.307 -9.623 -1.520 -0.11 0.10 -0.85 -0.17
C 0.922 -10.207 -1.415 0.48 -1.12 0.44 -0.23
O 0.213 -9.230 -0.715 -0.68 2.10 1.99 -0.21
S 1.190 -8.099 0.112 0.54 -0.07 0.55 0.77
O 1.069 -8.021 1.590 -0.05 -0.80 -4.33 -0.24
O 1.130 -6.887 -0.682 -0.10 -1.66 1.24 -0.25
O 2.564 -8.930 -0.251 -1.02 -0.09 -0.76 -0.19
H 2.218 -8.955 -2.376 0.42 0.83 0.39 0.12
H 3.068 -10.335 -1.839 0.24 0.03 1.00 0.14
H 0.848 -11.168 -0.906 0.29 0.04 0.51 0.13
H 0.468 -10.417 -2.384 0.00 0.63 -0.18 0.13
C 4.672 -2.550 -5.384 0.17 -0.50 0.65 -0.16
C 5.190 -3.088 -4.054 -0.13 -0.51 1.39 -0.18
O 5.224 -2.021 -3.147 -0.03 2.93 0.93 -0.21
S 5.338 -0.607 -3.929 1.63 0.95 0.85 0.70
O 6.735 -0.366 -4.318 -2.84 -0.82 0.34 -0.25
O 4.651 0.452 -3.210 0.68 -2.16 -1.43 -0.23
O 4.450 -1.176 -5.148 0.45 1.77 -0.29 -0.20
H 3.666 -2.920 -5.582 0.44 -0.36 -0.53 0.14
H 5.465 -2.779 -6.095 -0.58 0.45 -0.68 0.13
H 6.228 -3.420 -4.011 -0.32 -0.89 -0.76 0.14
H 4.449 -3.709 -3.552 0.48 -0.86 -0.47 0.14
C -1.407 -1.266 -8.959 -0.73 -0.18 0.26 -0.17
C -2.560 -0.246 -9.017 0.67 -0.83 0.92 -0.14
O -3.705 -0.868 -8.323 0.88 -0.54 0.32 -0.22
S -3.224 -2.000 -7.187 0.75 0.64 1.40 0.81
O -3.922 -3.286 -7.374 1.42 3.38 0.57 -0.26
O -3.139 -1.339 -5.803 -0.21 -2.48 -5.28 -0.30
O -1.694 -2.197 -7.886 -1.23 0.64 0.90 -0.23
H -0.490 -0.703 -8.783 0.13 -0.42 0.25 0.13
H -1.325 -1.833 -9.886 -0.01 -0.13 0.16 0.12
H -2.715 -0.006 -10.069 -0.95 -0.13 0.27 0.13
H -2.202 0.647 -8.504 -0.69 0.08 0.24 0.12
C -4.297 -7.845 -3.034 -2.78 0.77 0.43 -0.19
C -5.058 -8.679 -1.967 2.66 -0.71 -0.25 -0.19
O -5.758 -7.787 -1.091 -0.01 1.07 -0.93 -0.20
S -5.458 -6.152 -1.451 -0.65 -2.18 -0.10 0.80
O -5.159 -5.456 -0.185 -0.17 -1.72 -3.68 -0.24
O -6.556 -5.741 -2.323 2.24 -0.15 1.54 -0.25
O -4.126 -6.599 -2.414 -0.05 2.94 2.03 -0.23
H -5.093 -7.676 -3.758 0.28 -0.06 -0.78 0.12
H -3.394 -8.157 -3.559 0.04 -0.22 0.75 0.14
H -4.365 -9.240 -1.341 0.04 0.10 0.20 0.12
H -5.509 -9.427 -2.619 -1.60 0.18 0.78 0.12
C -3.731 -1.577 7.778 -2.64 1.58 -1.37 -0.21
C -3.296 -0.177 7.431 0.97 1.10 0.04 -0.21
O -2.442 -0.328 6.303 1.12 -2.29 -0.49 -0.21
S -1.601 -1.852 6.397 0.83 4.88 1.60 0.74
O -0.330 -1.522 7.030 -2.13 -1.24 -0.42 -0.25
O -1.542 -2.426 5.103 -1.05 -0.56 0.54 -0.21
O -2.672 -2.422 7.482 2.10 -1.60 -0.33 -0.18
H -4.535 -1.801 7.077 -0.15 -0.31 -0.15 0.13
H -4.231 -1.628 8.746 1.07 -0.58 0.41 0.14
H -2.774 0.339 8.237 0.46 -0.33 0.23 0.13
H -4.038 0.562 7.131 -0.58 -0.63 -0.07 0.13
C -5.432 5.111 4.481 0.04 -1.95 -3.29 -0.26
C -5.962 6.405 3.844 0.90 -0.52 -0.35 -0.16
O -5.849 7.317 4.917 0.22 0.05 2.49 -0.20
S -5.797 6.524 6.388 1.48 -0.36 0.97 0.74
O -6.956 6.858 7.162 0.99 -0.32 -0.95 -0.23
O -4.467 6.569 7.022 -2.81 0.37 -1.84 -0.25
O -5.955 5.009 5.735 -0.54 2.08 2.57 -0.17
H -4.353 4.978 4.403 0.36 0.90 0.59 0.13
H -5.730 4.176 4.006 -0.59 0.25 -0.55 0.14
H -6.978 6.447 3.451 -0.11 -0.55 0.29 0.13
H -5.293 6.735 3.050 0.06 0.02 0.07 0.13
C 1.343 5.014 -6.744 -1.59 0.67 -1.26 -0.14
C -0.145 5.340 -6.479 0.80 0.81 1.89 -0.23
O -0.860 5.213 -7.650 -0.67 0.32 -2.69 -0.20
S 0.155 5.384 -8.956 -0.64 0.51 0.06 0.79
O 0.608 6.799 -9.110 -1.10 -4.04 0.58 -0.26
O -0.453 4.665 -10.102 2.07 1.69 3.32 -0.25
O 1.259 4.481 -8.092 0.51 0.35 -1.72 -0.23
H 1.668 4.265 -6.023 0.59 0.15 -0.59 0.14
H 1.843 5.980 -6.805 0.75 -0.51 0.39 0.12
H -0.195 6.380 -6.154 -0.23 -0.07 0.35 0.13
H -0.511 4.669 -5.702 -0.51 0.08 -0.30 0.13
C -1.607 0.736 -0.147 -0.26 0.68 -0.24 -0.14
C -0.178 0.386 -0.637 -1.69 -0.86 -0.98 -0.21
O 0.633 1.107 0.205 3.21 1.90 0.79 -0.21
S 0.034 2.603 0.523 -0.50 0.42 -2.20 0.78
O -0.051 3.437 -0.732 0.01 -2.80 3.67 -0.28
O 0.627 3.235 1.700 -1.55 -2.13 -2.26 -0.23
O -1.364 1.773 0.824 -0.58 2.05 0.87 -0.23
H -2.108 -0.126 0.295 0.34 0.24 0.71 0.13
H -2.353 1.126 -0.839 0.56 0.09 -0.56 0.13
H 0.023 0.597 -1.687 -0.14 0.22 0.03 0.13
H -0.060 -0.685 -0.475 0.60 0.18 0.15 0.13
C 5.655 -0.591 5.050 2.04 0.45 0.13 -0.15
C 5.427 0.815 4.430 -1.27 -0.09 -1.59 -0.16
O 6.625 1.279 3.749 0.52 -1.96 0.35 -0.21
S 7.500 -0.067 3.324 1.66 0.47 1.09 0.76
O 8.924 0.302 3.410 -3.42 -1.06 0.01 -0.26
O 7.004 -0.694 2.110 0.25 0.89 2.14 -0.25
O 7.027 -0.946 4.747 1.19 1.48 -3.20 -0.23
H 5.059 -1.382 4.594 -0.54 0.34 0.56 0.13
H 5.802 -0.564 6.129 -1.34 -0.15 0.08 0.13
H 4.964 1.601 5.028 0.96 -0.05 0.59 0.13
H 4.682 0.725 3.639 -0.08 -0.33 -0.16 0.12
```
Forces are in eV/Å.